[1]
A structure of composition C29H14Br2F5N8O8S2W, computed with ωB97M-V/def2-TZVPD.

Geometry as XYZ:
```
69
Properties=species:S:1:pos:R:3:lowdin_charge:R:1
W -0.033 0.177 0.049 1.812
Br 1.048 6.805 1.385 0.857
C 0.760 4.995 1.016 -0.661
C 1.708 4.047 1.359 -0.060
C 1.448 2.725 1.077 -0.086
N 0.315 2.322 0.478 -0.009
C -0.595 3.249 0.134 -0.178
C -0.410 4.593 0.392 -0.028
C -1.779 2.706 -0.548 -0.186
C -2.782 3.487 -1.091 -0.023
C -3.839 2.857 -1.726 -0.658
Br -5.216 3.873 -2.479 0.854
C -3.862 1.475 -1.801 -0.052
C -2.820 0.773 -1.236 -0.072
N -1.800 1.372 -0.617 -0.030
H 2.636 4.321 1.841 0.122
H 2.164 1.951 1.316 0.102
H -1.153 5.326 0.115 0.113
H -2.750 4.564 -1.037 0.113
H -4.667 0.948 -2.293 0.121
H -2.792 -0.306 -1.263 0.127
N 0.136 1.523 3.516 0.131
C 0.666 0.295 3.275 -0.655
N 0.552 -0.356 2.136 -0.027
C 1.186 -1.603 2.214 -0.311
C 1.812 -1.847 3.378 -0.306
S 1.592 -0.532 4.463 1.139
C 1.080 -2.492 1.061 -0.317
C 1.372 -3.803 0.996 -0.307
S 1.006 -4.418 -0.575 1.127
C 0.456 -2.853 -1.061 -0.637
N 0.573 -1.946 -0.113 -0.049
N -0.037 -2.618 -2.282 0.154
H -0.720 1.742 3.022 0.082
H 0.154 1.844 4.472 0.114
H 2.394 -2.710 3.656 0.095
H 1.748 -4.448 1.772 0.090
H -0.133 -3.359 -2.953 0.117
H -0.317 -1.678 -2.525 0.086
O 0.809 0.828 -3.962 0.128
C 1.028 0.440 -2.844 -0.523
O 0.036 0.194 -1.987 -0.223
C 2.422 0.098 -2.401 -0.039
C 3.349 -0.173 -3.393 0.093
C 4.639 -0.517 -3.043 -0.110
C 5.051 -0.561 -1.729 0.099
C 4.134 -0.254 -0.742 -0.034
C 2.796 0.059 -1.047 -0.227
O 1.945 0.325 -0.084 -0.256
N 4.622 -0.267 0.648 -0.324
O 3.980 0.323 1.501 0.071
O 5.682 -0.817 0.855 0.104
N 5.611 -0.841 -4.103 -0.352
O 5.205 -0.844 -5.245 0.098
O 6.733 -1.141 -3.755 0.097
H 3.055 -0.117 -4.431 0.142
H 6.068 -0.818 -1.477 0.139
F -4.907 -1.399 4.995 0.143
C -4.113 -1.262 3.939 -0.140
C -3.717 -2.373 3.207 -0.134
F -4.125 -3.583 3.570 0.145
C -2.889 -2.223 2.114 -0.131
F -2.501 -3.305 1.434 0.123
C -2.426 -0.970 1.687 -0.253
O -1.648 -0.918 0.620 -0.255
C -2.843 0.117 2.448 -0.132
F -2.437 1.372 2.109 0.058
C -3.665 -0.015 3.556 -0.143
F -4.016 1.071 4.244 0.132
```

As for the net charge: +1. The value obtained for the electronic energy is -235762.321 eV. The value obtained for the energy above the lowest of the compared OMol25 structures with the same formula, charge and spin is 0.2144 eV. The expectation value of S² is 2.010. The HOMO energy (alpha / beta) comes out at -10.91 / -11.26 eV. As for the spin multiplicity: 3.



[2]
A structure of composition C29H18BrF4NPRu, computed with ωB97M-V/def2-TZVPD.

Geometry as XYZ:
```
55
Properties=species:S:1:pos:R:3:lowdin_charge:R:1
Ru 0.043 -0.478 0.412 0.961
F -1.629 -6.923 0.033 0.229
C -0.919 -5.833 0.069 -0.099
C 0.450 -5.892 0.265 -0.106
F 1.046 -7.045 0.413 0.214
C 1.197 -4.715 0.287 -0.201
F 2.508 -4.830 0.430 0.151
C 0.616 -3.460 0.127 -0.274
P 1.735 -2.036 0.128 1.030
C 2.493 -1.797 -1.434 -0.360
C 3.839 -2.140 -1.618 -0.049
C 4.381 -2.043 -2.890 -0.013
C 3.604 -1.612 -3.956 0.000
C 2.261 -1.282 -3.775 -0.029
C 1.704 -1.380 -2.516 -0.105
C 2.810 -2.013 1.510 -0.367
C 3.896 -1.120 1.479 -0.072
C 4.727 -1.026 2.581 -0.024
C 4.479 -1.803 3.706 -0.002
C 3.389 -2.669 3.752 -0.023
C 2.549 -2.773 2.661 -0.078
C -0.770 -3.448 -0.118 -0.498
Br -1.748 -1.866 -0.581 1.027
C -1.534 -4.592 -0.133 -0.247
F -2.826 -4.543 -0.372 0.143
H 4.446 -2.490 -0.793 0.120
H 5.418 -2.309 -3.050 0.133
H 4.042 -1.542 -4.943 0.135
H 1.662 -0.967 -4.618 0.129
H 0.644 -1.161 -2.392 0.075
H 4.097 -0.518 0.602 0.115
H 5.577 -0.358 2.558 0.130
H 5.144 -1.737 4.558 0.133
H 3.215 -3.273 4.632 0.130
H 1.713 -3.460 2.695 0.110
C -0.798 -0.637 4.627 0.013
C -0.593 0.695 4.945 0.038
C -0.211 1.590 3.948 0.057
C -0.045 1.132 2.662 -0.188
N -0.241 -0.180 2.372 -0.051
C -0.611 -1.047 3.320 -0.067
C 0.357 1.959 1.498 -0.137
C 0.736 3.284 1.570 0.034
C 1.106 3.973 0.411 0.046
C 1.141 3.356 -0.844 -0.001
C 0.791 2.027 -0.961 -0.023
C 0.436 1.345 0.214 -0.219
H -1.111 -1.352 5.374 0.138
H -0.733 1.042 5.961 0.144
H -0.050 2.633 4.182 0.136
H -0.769 -2.073 3.013 0.127
H 0.745 3.811 2.515 0.135
H 1.367 5.020 0.492 0.144
H 1.435 3.927 -1.714 0.139
H 0.807 1.537 -1.927 0.118
```

As for the net charge: +3. The value obtained for the electronic energy is -124607.926 eV. The HOMO energy (alpha / beta) comes out at -18.02 / -18.00 eV.



[3]
A structure of composition C29H18ClN3ORuS, computed with ωB97M-V/def2-TZVPD.

Geometry as XYZ:
```
54
Properties=species:S:1:pos:R:3:lowdin_charge:R:1
Ru 0.068 -0.338 -0.033 1.315
Cl -5.068 -3.114 4.260 0.692
C -3.985 -2.609 3.008 -0.666
C -4.288 -2.901 1.671 -0.068
C -3.438 -2.508 0.671 0.008
C -2.249 -1.803 0.944 -0.309
O -1.502 -1.486 -0.093 -0.199
C -1.949 -1.509 2.300 -0.125
C -0.783 -0.816 2.749 -0.044
N 0.123 -0.294 1.986 -0.052
C 1.257 0.390 2.511 -0.180
C 1.536 0.618 3.833 0.012
C 2.704 1.310 4.214 -0.042
C 3.588 1.768 3.280 -0.009
C 3.333 1.549 1.907 -0.138
C 4.200 1.986 0.878 0.027
C 3.890 1.738 -0.428 -0.017
C 2.701 1.054 -0.724 -0.074
N 1.874 0.630 0.208 -0.030
C 2.167 0.863 1.530 -0.140
C -2.840 -1.934 3.314 -0.060
H -5.197 -3.438 1.438 0.116
H -3.657 -2.729 -0.365 0.126
H -0.676 -0.735 3.827 0.126
H 0.871 0.273 4.611 0.113
H 2.893 1.473 5.266 0.118
H 4.486 2.295 3.575 0.125
H 5.107 2.515 1.142 0.131
H 4.532 2.060 -1.235 0.119
H 2.411 0.851 -1.747 0.119
H -2.607 -1.716 4.349 0.117
S -0.762 0.695 -4.351 1.163
C 0.081 -0.824 -4.411 -0.445
C 0.422 -1.591 -5.521 -0.072
C 1.096 -2.775 -5.304 -0.067
C 1.424 -3.196 -4.009 -0.065
C 1.085 -2.438 -2.909 -0.014
C 0.407 -1.238 -3.117 -0.291
N -0.007 -0.351 -2.136 -0.048
C -0.629 0.683 -2.637 -0.523
C -1.121 1.682 -1.700 -0.228
C -1.792 2.842 -2.059 -0.028
C -2.219 3.713 -1.068 -0.058
C -1.973 3.425 0.268 -0.060
C -1.296 2.263 0.630 -0.074
C -0.864 1.380 -0.350 -0.181
H 0.167 -1.270 -6.522 0.116
H 1.372 -3.391 -6.149 0.113
H 1.946 -4.133 -3.873 0.111
H 1.323 -2.766 -1.904 0.108
H -1.987 3.065 -3.101 0.111
H -2.747 4.618 -1.337 0.113
H -2.312 4.108 1.036 0.112
H -1.117 2.057 1.677 0.096
```

As for the net charge: +1. The value obtained for the electronic energy is -62819.449 eV. The value obtained for the energy above the lowest of the compared OMol25 structures with the same formula, charge and spin is 0.0000 eV. The expectation value of S² is 0.762. The HOMO energy (alpha / beta) comes out at -10.67 / -10.76 eV. As for the spin multiplicity: 2.